83
Properties=species:S:1:pos:R:3 method="wB97M-V/def2-TZVPD" e_above_lowest_kj_mol=80.18 total_charge=+1 orbital_gap_ev="6.21 / 6.21"
Pd -0.15 0.34 0.65
Se 1.57 -5.12 -2.87
P 2.31 -5.16 -0.91
C 1.48 -6.32 0.20
C 1.24 -6.01 1.54
C 0.59 -6.92 2.36
C 0.19 -8.15 1.85
C 0.45 -8.47 0.52
C 1.09 -7.56 -0.30
C 4.07 -5.50 -0.75
C 4.87 -5.50 -1.88
C 6.23 -5.78 -1.77
C 6.78 -6.05 -0.53
C 5.98 -6.05 0.61
C 4.63 -5.78 0.50
C 2.10 -3.54 -0.09
C 1.00 -2.65 0.04
N 1.47 -1.52 0.57
N 2.74 -1.72 0.73
N 3.18 -2.90 0.36
P -0.81 -2.82 0.03
Se -1.82 -0.94 -0.54
C -1.41 -4.09 -1.07
C -1.73 -3.76 -2.39
C -2.20 -4.74 -3.25
C -2.34 -6.04 -2.80
C -2.03 -6.37 -1.49
C -1.56 -5.40 -0.62
C -1.25 -3.27 1.71
C -0.35 -3.22 2.76
C -0.76 -3.55 4.05
C -2.07 -3.94 4.28
C -2.98 -3.98 3.23
C -2.58 -3.64 1.95
H 1.55 -5.06 1.95
H 0.39 -6.67 3.39
H -0.31 -8.86 2.49
H 0.15 -9.43 0.13
H 1.26 -7.79 -1.35
H 4.43 -5.30 -2.85
H 6.85 -5.79 -2.65
H 7.83 -6.27 -0.44
H 6.41 -6.27 1.58
H 4.00 -5.79 1.39
H -1.60 -2.74 -2.75
H -2.45 -4.48 -4.27
H -2.71 -6.81 -3.47
H -2.14 -7.39 -1.14
H -1.33 -5.66 0.41
H 0.67 -2.89 2.60
H -0.05 -3.49 4.87
H -2.39 -4.19 5.28
H -4.00 -4.28 3.41
H -3.29 -3.68 1.13
N -2.03 2.15 2.52
C -0.76 2.49 3.24
P 0.34 0.99 3.49
O 0.63 0.86 4.93
O -0.37 -0.12 2.72
C 1.86 1.43 2.56
N 2.94 0.46 2.77
H -2.59 1.49 3.07
H -1.80 1.63 1.64
H -2.60 2.97 2.29
H -1.04 2.88 4.22
H -0.26 3.28 2.67
H 2.14 2.44 2.87
H 1.64 1.53 1.47
H 2.75 -0.09 3.60
H 3.80 0.95 2.97
H 3.29 -1.03 1.25
C 2.11 5.45 0.87
S 1.93 3.91 -0.04
C 0.20 3.78 -0.23
C -0.40 2.71 -0.80
S 0.41 1.24 -1.30
S -2.15 2.81 -0.96
C -2.37 4.27 -0.06
S -3.81 4.87 0.42
S -0.86 5.05 0.33
H 3.18 5.57 1.02
H 1.63 5.41 1.85
H 1.75 6.30 0.30

20
Properties=species:S:1:pos:R:3 method="wB97M-V/def2-TZVPD" smiles="C=NC(=C)CCN.O" e_above_lowest_kj_mol=489.50 orbital_gap_ev=9.64
C 1.06 -0.89 1.62
N 0.33 0.15 1.51
C 0.57 1.21 0.59
C 1.67 1.95 0.82
C -0.53 1.18 -0.59
C 0.33 0.98 -1.95
N 0.56 2.30 -2.50
H 1.88 -1.29 1.00
H 0.54 -1.76 2.25
H 1.97 2.88 0.42
H 2.21 1.83 1.72
H -1.08 2.26 -0.64
H -1.29 0.40 -0.17
H 0.02 0.32 -2.77
H 1.42 0.43 -1.82
H 1.16 2.76 -1.93
H -0.27 2.90 -2.57
O -3.65 -5.61 1.59
H -2.99 -5.49 2.24
H -3.91 -6.53 1.18

20
Properties=species:S:1:pos:R:3 method="wB97M-V/def2-TZVPD" e_above_lowest_kj_mol=145.31 orbital_gap_ev="7.91 / 7.91"
C -0.08 -2.16 -1.45
C 1.62 0.20 1.94
C 0.08 -0.60 -1.40
C 0.54 0.12 -0.19
C -1.14 1.91 0.13
N -1.80 0.83 0.64
O -1.55 0.53 1.79
O -2.57 0.26 -0.14
O 0.83 -0.47 0.91
Br -0.34 3.03 1.40
Br -1.66 2.51 -1.59
H -1.00 -2.48 -1.80
H 0.66 -2.54 -2.03
H 0.06 -2.52 -0.36
H 2.55 0.37 1.46
H 1.62 -0.63 2.69
H 1.05 1.05 2.19
H 0.81 -0.29 -2.15
H -0.85 -0.19 -1.75
H 1.15 1.07 -0.28

29
Properties=species:S:1:pos:R:3 method="wB97M-V/def2-TZVPD" e_above_lowest_kj_mol=552.49 orbital_gap_ev="7.27 / 6.79"
C -3.20 2.10 -0.15
C 2.38 2.10 -0.07
C -3.51 0.88 0.43
C -1.99 2.23 -0.83
C 2.12 1.45 1.10
C 2.33 1.54 -1.37
C -2.79 -0.27 0.18
C -1.15 1.10 -1.02
C 1.79 0.11 1.02
C 1.93 0.25 -1.36
C -1.53 -0.09 -0.48
C 1.62 -0.46 -0.23
N 0.41 -4.42 1.34
N 1.04 -3.14 1.00
Si 0.81 -2.10 -0.28
H -3.77 2.91 0.21
H 2.48 3.16 -0.03
H -4.40 0.71 1.11
H -1.65 3.18 -1.29
H 2.18 1.96 2.04
H 2.49 2.15 -2.36
H -3.07 -1.16 0.69
H -0.15 1.20 -1.35
H 1.43 -0.40 1.93
H 1.78 -0.31 -2.31
H -0.50 -4.29 1.76
H 0.23 -4.72 0.30
H 1.78 -3.05 1.75
H 0.90 -2.63 -1.72

110
Properties=species:S:1:pos:R:3 method="wB97M-V/def2-TZVPD" total_charge=+1 orbital_gap_ev=7.28
O 0.97 -1.39 -1.08
C 0.03 -0.71 -1.38
O -1.07 -1.25 -2.03
C -0.04 0.76 -1.02
C -0.47 1.73 -2.14
C -1.98 2.04 -2.17
N -2.72 1.09 -2.99
C -3.69 0.29 -2.59
N -4.32 -0.60 -3.38
C -5.19 -1.19 -2.60
N -5.16 -0.73 -1.36
N -4.17 0.22 -1.34
H -0.93 -1.19 -2.99
H 0.97 1.03 -0.74
H -0.67 0.89 -0.14
H -0.12 1.39 -3.12
H 0.02 2.68 -1.91
H -2.17 3.05 -2.52
H -2.32 1.99 -1.14
H -2.49 1.00 -3.97
H -5.89 -1.96 -2.87
H -5.71 -0.96 -0.54
H -3.97 0.72 -0.49
O -7.28 -1.17 1.65
P -7.75 -1.75 2.94
N -9.42 -1.65 2.90
C -10.27 -1.16 3.97
C -10.13 -1.99 1.68
N -7.06 -0.67 4.09
C -7.76 0.56 4.43
C -5.65 -0.41 3.82
N -7.61 -3.08 3.95
C -7.89 -4.40 3.36
C -6.73 -3.18 5.13
H -9.88 -1.43 4.95
H -11.26 -1.60 3.88
H -10.39 -0.07 3.92
H -10.73 -2.89 1.82
H -9.43 -2.19 0.87
H -10.78 -1.18 1.35
H -8.06 1.15 3.55
H -7.10 1.19 5.04
H -8.63 0.37 5.05
H -5.51 0.30 2.99
H -5.13 -1.34 3.55
H -5.17 -0.01 4.71
H -8.65 -4.92 3.95
H -7.00 -5.02 3.30
H -8.29 -4.29 2.35
H -7.02 -2.44 5.87
H -5.67 -3.05 4.89
H -6.86 -4.17 5.56
O 4.65 0.01 -5.52
P 4.69 -1.27 -4.77
N 4.52 -0.85 -3.14
C 5.32 -1.34 -2.04
C 3.57 0.18 -2.79
N 6.26 -1.88 -5.13
C 7.40 -1.44 -4.34
C 6.55 -1.81 -6.55
N 4.01 -2.81 -4.67
C 2.55 -2.87 -4.56
C 4.58 -4.04 -5.21
H 5.58 -2.39 -2.17
H 4.74 -1.28 -1.11
H 6.23 -0.76 -1.91
H 2.75 -0.25 -2.20
H 3.13 0.63 -3.68
H 4.03 0.98 -2.21
H 7.46 -0.34 -4.25
H 8.32 -1.79 -4.81
H 7.39 -1.87 -3.34
H 6.80 -0.80 -6.88
H 5.68 -2.14 -7.14
H 7.38 -2.48 -6.79
H 2.25 -3.46 -3.69
H 2.09 -3.31 -5.45
H 2.13 -1.87 -4.44
H 5.53 -4.26 -4.73
H 4.74 -4.01 -6.30
H 3.90 -4.86 -5.00
O 2.88 4.17 1.78
P 4.21 3.52 1.87
N 3.93 2.01 2.58
C 4.69 1.42 3.66
C 2.78 1.24 2.16
N 5.09 4.58 2.91
C 4.98 4.42 4.35
C 4.93 5.97 2.51
N 5.57 3.10 0.97
C 5.29 2.32 -0.24
C 6.83 3.83 0.91
H 5.75 1.66 3.58
H 4.61 0.33 3.61
H 4.32 1.74 4.64
H 3.09 0.33 1.64
H 2.16 1.82 1.48
H 2.15 0.96 3.01
H 3.93 4.39 4.70
H 5.46 5.27 4.84
H 5.50 3.54 4.70
H 3.96 6.39 2.81
H 5.01 6.07 1.43
H 5.73 6.57 2.95
H 5.87 1.39 -0.23
H 5.50 2.86 -1.16
H 4.23 2.04 -0.26
H 7.31 3.85 1.88
H 6.72 4.86 0.55
H 7.50 3.30 0.23

79
Properties=species:S:1:pos:R:3 method="wB97M-V/def2-TZVPD" orbital_gap_ev="3.60 / 3.41"
Ti 0.37 -0.33 -1.08
C 0.49 -1.72 5.80
C 0.13 -2.56 4.76
C -0.08 -2.03 3.50
C 0.07 -0.66 3.26
C 0.44 0.17 4.31
C 0.63 -0.36 5.58
P -0.17 -0.13 1.52
C 0.41 1.58 1.49
C -0.17 2.63 2.18
C 0.21 3.97 2.20
C 1.36 4.59 1.67
C 2.46 4.03 1.12
C 2.70 2.57 1.04
C -1.97 0.13 1.46
C -2.73 0.47 2.55
C -4.10 0.75 2.40
C -4.69 0.61 1.17
C -3.95 0.19 0.05
C -4.56 -0.03 -1.20
C -3.81 -0.45 -2.26
C -2.42 -0.64 -2.13
C -1.74 -0.41 -0.95
C -2.54 -0.01 0.17
H 0.67 -2.13 6.78
H 0.02 -3.62 4.93
H -0.37 -2.68 2.67
H 0.57 1.23 4.15
H 0.91 0.29 6.40
H -1.05 2.39 2.77
H -0.47 4.63 2.72
H 1.36 5.67 1.75
H 3.27 4.67 0.80
H 3.58 2.34 0.42
H -2.28 0.51 3.53
H -4.67 1.06 3.26
H -5.74 0.80 1.05
H -5.63 0.12 -1.30
H -4.27 -0.64 -3.21
H -1.92 -1.01 -3.02
Br -0.03 -6.84 -2.01
C 0.17 -4.99 -1.70
C 0.52 -4.52 -0.42
C 0.61 -3.17 -0.23
N 0.42 -2.26 -1.21
C 0.17 -2.72 -2.48
C -0.01 -4.09 -2.72
C 0.20 -1.72 -3.51
C 0.03 -2.00 -4.88
C 0.24 -1.00 -5.79
Br 0.00 -1.33 -7.63
C 0.64 0.27 -5.35
C 0.78 0.47 -4.00
N 0.53 -0.47 -3.08
H 0.71 -5.21 0.38
H 0.86 -2.77 0.75
H -0.25 -4.45 -3.71
H -0.24 -2.99 -5.21
H 0.86 1.06 -6.06
H 1.14 1.43 -3.63
N -0.26 3.84 -1.92
C -0.70 2.61 -2.20
N -0.08 1.74 -1.42
C 0.75 2.51 -0.64
N 0.66 3.78 -0.93
C 1.49 1.79 0.44
C 2.97 2.04 2.44
N 3.15 0.83 2.75
C 3.09 -0.23 1.89
C 2.56 -0.34 0.63
N 1.85 0.52 -0.13
H -0.50 4.73 -2.33
H -1.43 2.38 -2.95
H 3.01 2.76 3.25
H 3.55 -1.12 2.30
H 2.71 -1.30 0.15
Se 3.41 -0.88 -2.44
C 3.16 -1.86 -3.90
N 2.93 -2.50 -4.84

14
Properties=species:S:1:pos:R:3 method="wB97M-V/def2-TZVPD" e_above_lowest_kj_mol=452.55 orbital_gap_ev=9.87
C -1.89 0.18 0.20
C -0.45 -0.18 -0.01
N 0.05 -1.24 0.86
C 0.70 0.07 0.90
C 1.64 0.34 -0.23
C 0.74 0.03 -1.32
O 0.91 -0.01 -2.51
H -2.18 1.11 -0.30
H -2.09 0.30 1.28
H -2.55 -0.62 -0.15
H 0.61 -1.95 0.41
H 0.74 0.63 1.83
H 2.73 0.12 -0.19
H 0.93 1.34 -0.76

25
Properties=species:S:1:pos:R:3 method="wB97M-V/def2-TZVPD" smiles=COc1cccc(-c2noc(N)c2C#N)c1 e_above_lowest_kj_mol=0.00 orbital_gap_ev=9.27
C -4.68 -1.32 -0.02
O -3.27 -1.37 -0.02
C -2.57 -0.21 -0.01
C -3.14 1.06 0.01
C -2.32 2.18 0.02
C -0.94 2.05 0.01
C -0.37 0.78 0.00
C 1.08 0.66 0.00
N 1.85 1.72 0.00
O 3.15 1.29 0.00
C 3.18 -0.04 0.00
N 4.37 -0.68 -0.06
C 1.88 -0.53 0.00
C 1.55 -1.89 0.02
N 1.34 -3.02 0.04
C -1.19 -0.34 -0.01
H -5.02 -2.35 -0.03
H -5.06 -0.82 0.88
H -5.06 -0.81 -0.91
H -4.21 1.19 0.01
H -2.77 3.16 0.02
H -0.30 2.91 0.02
H 4.39 -1.66 0.14
H 5.20 -0.14 0.12
H -0.77 -1.34 -0.02